{
  "formula": "C7H15NO2",
  "method": "the ωB97M-V functional and the def2-TZVPD basis",
  "elements": ["C", "N", "C", "C", "O", "H", "H", "H", "H", "H", "H", "H", "C", "C", "C", "O", "C", "H", "H", "H", "H", "H", "H", "H", "H"],
  "coordinates": [[0.888, -4.220, -0.430], [0.421, -3.015, -1.088], [-0.032, -3.050, -2.372], [-0.488, -1.719, -2.930], [-0.062, -4.096, -3.015], [1.207, -3.969, 0.595], [1.746, -4.656, -0.969], [0.086, -4.975, -0.374], [0.430, -2.124, -0.586], [0.338, -0.987, -2.932], [-0.832, -1.864, -3.968], [-1.322, -1.306, -2.338], [0.001, 3.508, 0.819], [-0.997, 3.341, 1.964], [-0.911, 1.840, 2.215], [0.442, 1.463, 1.924], [1.099, 2.538, 1.239], [0.368, 4.545, 0.690], [-0.454, 3.190, -0.139], [-2.023, 3.679, 1.720], [-0.660, 3.904, 2.855], [-1.598, 1.283, 1.549], [-1.142, 1.548, 3.257], [1.821, 3.023, 1.924], [1.671, 2.118, 0.390]],
  "nbo_charge": [-0.413, -0.624, 0.666, -0.715, -0.625, 0.203, 0.207, 0.207, 0.398, 0.226, 0.243, 0.226, -0.434, -0.434, -0.070, -0.541, -0.070, 0.221, 0.203, 0.220, 0.205, 0.163, 0.187, 0.167, 0.184],
  "smiles": "CNC(C)=O.C1CCOC1",
  "e_lumo_ev": 0.528,
  "total_charge": 0,
  "de_lowest_kj_mol": 99.33,
  "e_homo_ev": -9.59,
  "orbital_gap_ev": 10.11,
  "multiplicity": 1
}



{
  "formula": "C2H9ClSi2",
  "method": "the ωB97M-V functional and the def2-TZVPD basis",
  "elements": ["C", "C", "Si", "Si", "Cl", "H", "H", "H", "H", "H", "H", "H", "H", "H"],
  "coordinates": [[0.655, 0.348, 0.391], [-0.511, -0.469, -0.052], [1.232, -0.074, 2.172], [-1.365, 0.322, -2.464], [-0.138, -2.181, -0.187], [1.490, 0.208, -0.295], [0.370, 1.401, 0.337], [-1.399, -0.356, 0.561], [1.949, -1.345, 2.170], [0.061, -0.145, 3.048], [2.112, 1.009, 2.618], [-2.067, -0.847, -2.965], [-0.160, 0.681, -3.194], [-2.229, 1.448, -2.139]],
  "nbo_charge": [-0.879, -0.362, 0.862, 0.734, -0.062, 0.239, 0.242, 0.196, -0.155, -0.169, -0.167, -0.154, -0.159, -0.164],
  "e_lumo_ev": 0.136,
  "total_charge": 0,
  "de_lowest_kj_mol": 333.17,
  "e_homo_ev": -8.14,
  "orbital_gap_ev": 8.28,
  "multiplicity": 1
}



{
  "formula": "C36H71As3N2P2Y",
  "method": "the ωB97M-V functional and the def2-TZVPD basis",
  "elements": ["Y", "C", "As", "C", "C", "C", "C", "C", "As", "C", "C", "C", "As", "C", "C", "H", "H", "H", "H", "H", "H", "H", "H", "H", "H", "H", "H", "H", "H", "H", "H", "H", "H", "H", "H", "H", "H", "H", "H", "H", "H", "H", "C", "C", "C", "C", "N", "C", "C", "C", "C", "C", "C", "N", "H", "H", "H", "H", "H", "H", "H", "H", "C", "C", "P", "C", "C", "C", "C", "H", "H", "H", "H", "H", "H", "H", "H", "H", "H", "H", "H", "H", "H", "H", "C", "C", "C", "P", "C", "C", "C", "C", "C", "C", "H", "H", "H", "H", "H", "H", "H", "H", "H", "H", "H", "H", "H", "H", "H", "H", "H", "H", "H", "H", "H"],
  "coordinates": [[0.550, -0.444, 0.014], [2.770, 3.602, -0.746], [1.710, 2.502, 0.469], [2.985, 2.447, 1.943], [0.508, 3.843, 1.262], [-0.706, 4.358, 0.480], [-0.279, 4.864, -0.901], [-1.826, 3.328, 0.347], [-1.683, 1.660, -0.693], [-3.605, 1.348, -0.744], [-1.460, 2.226, -2.549], [-1.267, 5.583, 1.245], [-2.209, 5.644, 3.007], [-3.973, 4.950, 2.497], [-1.597, 4.042, 3.987], [2.718, 4.631, -0.394], [2.422, 3.554, -1.775], [3.809, 3.277, -0.698], [3.198, 3.468, 2.259], [3.914, 1.989, 1.610], [2.589, 1.887, 2.789], [1.183, 4.680, 1.458], [0.200, 3.465, 2.235], [0.164, 4.076, -1.514], [0.452, 5.668, -0.804], [-1.136, 5.268, -1.441], [-2.688, 3.821, -0.112], [-2.153, 2.995, 1.334], [-4.078, 2.277, -1.057], [-3.975, 1.073, 0.243], [-3.857, 0.571, -1.462], [-2.009, 3.152, -2.715], [-1.873, 1.453, -3.196], [-0.416, 2.377, -2.812], [-1.990, 6.084, 0.592], [-0.449, 6.299, 1.361], [-4.375, 5.552, 1.682], [-4.636, 5.072, 3.352], [-3.972, 3.899, 2.207], [-0.548, 4.141, 4.268], [-1.765, 3.113, 3.439], [-2.186, 4.007, 4.904], [-0.268, 0.682, 4.380], [0.192, -0.387, 5.134], [0.778, -1.466, 4.490], [0.903, -1.453, 3.110], [0.463, -0.408, 2.377], [-0.112, 0.625, 3.011], [1.488, -2.585, 2.344], [2.045, -3.698, 2.954], [2.542, -4.729, 2.170], [2.462, -4.625, 0.791], [1.896, -3.484, 0.256], [1.426, -2.478, 1.002], [-0.743, 1.539, 4.837], [0.088, -0.387, 6.211], [1.122, -2.309, 5.068], [-0.471, 1.433, 2.380], [2.103, -3.774, 4.029], [2.982, -5.602, 2.634], [2.825, -5.409, 0.141], [1.799, -3.367, -0.815], [5.758, -0.175, -0.636], [4.374, -0.622, -0.163], [3.086, -0.733, -1.469], [3.662, -2.190, -2.431], [2.760, -2.631, -3.580], [3.343, 0.676, -2.609], [2.065, 1.070, -3.344], [6.456, -0.197, 0.200], [5.745, 0.842, -1.027], [6.156, -0.831, -1.409], [4.005, 0.041, 0.625], [4.422, -1.622, 0.280], [3.826, -3.008, -1.728], [4.649, -1.918, -2.811], [1.737, -2.819, -3.249], [3.139, -3.553, -4.018], [2.726, -1.888, -4.376], [4.140, 0.415, -3.309], [3.704, 1.516, -2.017], [1.694, 0.266, -3.981], [2.235, 1.940, -3.977], [1.271, 1.330, -2.631], [-4.288, -3.129, -0.016], [-3.203, -2.060, 0.131], [-2.880, -1.800, 1.606], [-1.651, -2.275, -0.853], [-2.029, -1.631, -2.548], [-3.330, -2.074, -3.219], [-0.807, -1.816, -3.446], [-1.189, -4.067, -0.964], [-1.114, -4.682, 0.440], [-2.012, -4.954, -1.901], [-5.186, -2.786, 0.499], [-4.000, -4.074, 0.440], [-4.558, -3.316, -1.053], [-3.602, -1.130, -0.282], [-2.412, -2.666, 2.077], [-3.797, -1.586, 2.158], [-2.214, -0.938, 1.725], [-2.123, -0.559, -2.363], [-3.348, -3.137, -3.440], [-3.444, -1.542, -4.164], [-4.200, -1.838, -2.608], [-0.611, -2.868, -3.660], [0.100, -1.393, -2.990], [-0.952, -1.307, -4.400], [-0.171, -4.032, -1.369], [-2.106, -4.882, 0.838], [-0.589, -4.047, 1.156], [-0.593, -5.639, 0.389], [-3.067, -4.966, -1.640], [-1.645, -5.978, -1.821], [-1.911, -4.658, -2.942]],
  "mulliken_charge": [-1.358, -1.593, 1.519, -1.456, -1.585, 2.394, -1.846, -1.462, 1.487, -1.657, -1.511, -2.042, 0.266, -0.977, -1.028, 0.491, 0.354, 0.539, 0.510, 0.501, 0.329, 0.839, -0.079, -0.041, 0.439, 0.517, 1.059, -0.350, 0.636, 0.449, 0.470, 0.487, 0.600, 0.226, 0.587, 0.560, 0.325, 0.421, 0.162, 0.444, 0.005, 0.566, -0.892, -1.250, -0.624, 0.158, 1.485, -0.122, 0.216, -0.727, -1.189, -1.375, -0.648, 2.073, 0.566, 0.488, 0.507, 0.190, 0.568, 0.492, 0.606, 0.581, -1.525, -0.330, 1.236, -1.016, -1.029, -0.358, -1.345, 0.433, 0.311, 0.393, 0.171, 0.423, 0.462, 0.696, 0.002, 0.435, 0.322, 0.699, 0.063, 0.264, 0.576, 0.075, -1.806, 1.114, -1.424, 1.288, 2.327, -1.763, -1.474, 1.256, -1.504, -1.556, 0.482, 0.338, 0.358, -0.224, 0.267, 0.583, 0.107, -1.823, 0.319, 0.507, 0.370, 0.308, 0.123, 0.675, -0.182, 0.266, 0.162, 0.530, 0.240, 0.500, 0.378],
  "e_lumo_ev": -8.795,
  "total_charge": 3,
  "de_lowest_kj_mol": 0.00,
  "e_homo_ev": -14.67,
  "orbital_gap_ev": 5.87,
  "multiplicity": 1
}



{
  "formula": "C3H4N2O",
  "method": "the ωB97M-V functional and the def2-TZVPD basis",
  "elements": ["C", "C", "N", "H", "H", "H", "N", "C", "O", "H"],
  "coordinates": [[-1.675, 0.666, -0.558], [-1.417, -0.303, 0.272], [-0.862, -1.143, 0.988], [-1.692, 0.473, -1.624], [-1.678, 1.689, -0.203], [0.146, -0.959, 0.818], [2.464, -0.363, 0.302], [1.494, 0.185, -0.183], [0.756, 0.862, -0.785], [2.464, -1.106, 0.972]],
  "nbo_charge": [-0.580, 0.398, -0.629, 0.247, 0.247, 0.336, -0.757, 0.813, -0.494, 0.417],
  "smiles": "C=C=N.N=C=O",
  "e_lumo_ev": 0.518,
  "total_charge": 0,
  "de_lowest_kj_mol": 260.02,
  "e_homo_ev": -9.14,
  "orbital_gap_ev": 9.66,
  "multiplicity": 1
}